No. 1
{"formula": "C4H6MgO5Pd", "method": "ωB97M-V with the def2-TZVPD basis set", "species": ["O", "C", "C", "O", "C", "Pd", "H", "H", "H", "H", "H", "H", "O", "C", "O", "O", "Mg"], "xyz": [[-2.263028, 1.400644, 0.610719], [-3.043472, 0.466703, -0.055872], [-2.216695, -0.455146, -0.950884], [-1.117168, -0.862722, -0.140011], [-0.158300, -1.798070, -0.473808], [-0.656934, 0.572243, 0.830108], [-3.811013, 0.935155, -0.701937], [-3.582810, -0.174652, 0.672377], [-1.809480, 0.079567, -1.823325], [-2.770960, -1.349498, -1.270977], [0.693810, -1.487858, -1.082053], [-0.593070, -2.783956, -0.662459], [0.744210, -0.991593, 1.267794], [1.581471, -0.007435, 0.918068], [0.980601, 1.099019, 0.462196], [2.726227, -0.237145, 0.399202], [2.538697, 1.347295, -1.050921]], "atomic_forces_ev_per_a": [[-4.6, 1.7, -0.8], [-1.0, -0.1, -0.3], [-0.3, -0.4, -1.1], [-2.5, -6.0, -3.8], [-0.6, -1.3, -2.0], [-2.7, 3.8, 7.6], [0.1, 0.0, 0.1], [0.0, 0.1, -0.2], [-0.2, -0.1, 0.1], [0.0, 0.2, 0.0], [-0.3, 0.1, 0.2], [0.2, 0.1, 0.1], [3.0, 2.6, 2.1], [1.3, -3.6, -3.5], [7.9, 2.2, -0.1], [-0.6, 0.5, 1.8], [0.3, 0.1, -0.3]], "multiplicity": 4, "gap_ev": [4.93, 4.66], "homo_energy_ha": [-0.0603, -0.0605], "total_charge": -1, "fmax_ev_per_a": 8.892}

No. 2
{"formula": "C2H4ClFO2", "method": "ωB97M-V with the def2-TZVPD basis set", "species": ["C", "C", "O", "O", "F", "Cl", "H", "H", "H", "H"], "xyz": [[0.363150, -1.201294, 0.961938], [-1.466228, -0.316540, -0.232714], [-0.192798, 2.264532, 1.628911], [-0.867094, -0.909521, 0.689262], [-0.964324, -0.030968, -1.432690], [-3.257854, -0.370643, -0.330436], [0.031876, 1.943833, 2.503002], [0.471737, -1.790879, 1.869327], [1.149899, -0.864214, 0.239167], [-0.902334, 1.748070, 1.244493]], "atomic_forces_ev_per_a": [[2.5, -0.1, -0.6], [-3.1, 2.1, -1.1], [0.4, 0.6, -0.3], [-1.2, -0.9, 0.4], [0.9, -0.6, 0.4], [1.7, -0.3, 0.4], [-0.3, -0.3, 0.0], [0.2, 0.4, -0.4], [-0.8, -0.5, 1.0], [-0.2, -0.3, 0.3]], "multiplicity": 1, "gap_ev": [8.49, 8.08], "homo_energy_ha": [-0.3018, -0.2920], "fmax_ev_per_a": 3.917}